ORCA calculation (ωB97M-V/def2-TZVPD) on a molecular structure, C40H55AuNO7PSi.

The geometry in XYZ format:
```
106
Properties=species:S:1:pos:R:3:lowdin_spin:R:1
Au 0.0176 1.0563 -0.4223 0.00
P 3.7439 -0.6439 -0.0132 -0.01
Si -1.3240 -2.2443 -1.5031 0.00
O -0.7132 -3.3468 -0.1894 0.03
O -1.0878 -3.1718 -2.8095 0.00
O 1.8973 -1.1216 3.1449 0.01
O -0.6494 -0.8667 -1.3698 0.01
O -2.8766 -2.3103 -0.9944 0.00
O 1.1895 0.6145 1.9183 0.00
O -1.3278 1.8660 -3.6636 0.00
N -1.6453 2.1576 0.4946 0.01
C -2.7108 2.9805 -5.2390 0.00
C 1.9257 -4.3426 2.3432 0.00
C -0.0992 -5.6141 1.5997 0.01
C -3.3227 3.5949 1.0734 0.15
C 2.3280 1.0813 -3.4064 0.00
C 0.7198 -3.6001 0.2625 0.07
C 3.3132 -3.2477 -0.8692 0.31
C 2.7196 -2.1723 -0.1764 0.01
C -2.3295 1.6442 1.5495 0.29
C 1.8300 2.3189 -3.0112 0.00
C -3.3713 1.0294 -1.9968 0.00
C -5.6459 1.3191 -1.2761 0.00
C -5.0586 -2.9000 -0.2997 0.00
C 0.9403 -2.3270 -3.8454 0.00
C -3.6028 1.8851 -3.0713 0.00
C -0.3325 -3.3227 2.5826 0.01
C -3.9541 -3.2170 -1.2974 0.00
C -0.5101 -4.0772 -4.9089 0.00
C 2.0605 -0.2061 2.3209 0.00
C -2.2221 3.3198 0.1754 0.27
C -4.8660 2.4467 -3.2491 0.00
C -3.3836 2.5446 1.9336 0.11
C -1.3172 -1.7011 -4.7091 0.00
C 2.8278 0.2002 -2.4673 0.00
C -2.4494 2.2074 -3.9684 0.00
C -1.9918 0.3278 2.1182 0.05
C 0.5422 -4.2258 1.6987 0.04
C -0.4836 -2.8080 -4.0742 0.00
C 2.3227 1.7592 -0.7032 0.00
C -3.4878 -4.6594 -1.1341 0.00
C 2.8216 0.5097 -1.1006 0.00
C -1.7755 4.1514 -0.9634 0.05
C 1.8378 2.6586 -1.6699 0.00
C 3.4659 -0.0648 1.7147 0.00
C 1.4449 -2.2986 0.2976 0.26
C 1.2982 -4.5646 -0.7101 0.19
C -5.8847 2.1659 -2.3510 0.00
C -4.3912 0.7496 -1.1029 0.00
C -4.4313 -2.9599 -2.7206 0.00
C 2.5544 -4.4030 -1.1826 0.02
H 2.3088 -3.3598 2.6188 0.00
H 2.6297 -4.8414 1.6743 0.00
H -2.6249 0.0837 2.9693 0.00
H -2.6645 -4.8774 -1.8160 0.00
H -3.1581 -4.8437 -0.1088 0.00
H -4.1973 0.0880 -0.2684 0.00
H 0.9391 -1.4278 -3.2299 0.00
H 0.6998 -5.4245 -0.9782 0.01
H -1.3160 -0.8203 -4.0624 0.00
H -3.0029 4.0053 -4.9976 0.00
H 3.7843 0.9814 1.7261 0.00
H -2.1104 -0.4369 1.3397 0.02
H -0.9283 0.3088 2.3989 0.02
H 0.5808 -6.3397 1.1530 0.00
H 3.2340 -0.7528 -2.7897 0.00
H 2.9828 -5.1584 -1.8305 0.00
H 0.9320 -1.4683 0.7645 0.01
H -5.9106 -3.5646 -0.4497 0.00
H -0.0753 -3.8949 -5.8926 0.00
H -0.8893 -1.4133 -5.6712 0.00
H -4.6948 -3.0244 0.7219 0.00
H -1.4009 -3.3505 2.3174 0.00
H -0.9424 3.6748 -1.4773 0.00
H -2.6002 4.2746 -1.6714 0.01
H -5.0581 3.1121 -4.0811 0.00
H -5.3953 -1.8717 -0.4284 0.00
H -0.2903 -3.7038 3.6042 0.00
H 4.1784 -0.6307 2.3159 0.00
H -5.3243 -3.5511 -2.9308 0.00
H -6.8626 2.6097 -2.4863 0.00
H -3.6559 -3.2337 -3.4357 0.00
H -3.9534 4.4692 1.0369 0.00
H -4.0724 2.3840 2.7474 0.00
H -1.5358 -4.4262 -5.0387 0.00
H -4.3071 -5.3461 -1.3521 0.00
H 1.5278 -3.0965 -3.3418 0.00
H 0.0646 -4.8608 -4.4128 0.00
H 2.3230 0.8067 -4.4537 0.00
H -4.6730 -1.9027 -2.8461 0.00
H -1.4901 5.1506 -0.6251 0.01
H 0.0352 -2.2957 2.6229 0.00
H 4.3321 -3.1557 -1.2221 0.02
H -1.2501 -3.2011 0.6084 0.00
H -0.3418 -5.9621 2.6049 0.00
H -3.5226 2.5341 -5.8142 0.00
H 2.3732 2.0593 0.3354 0.00
H -6.4406 1.1060 -0.5716 0.00
H 1.4911 3.6320 -1.3459 0.00
H 1.4348 3.0065 -3.7467 0.00
H 1.8413 -4.9432 3.2510 0.00
H -2.3444 -2.0311 -4.8722 0.00
H -1.7998 3.0022 -5.8310 0.00
H -1.0244 -5.6055 1.0176 0.00
H 1.4113 -2.0991 -4.8044 0.00
H -2.3838 0.6016 -1.8659 0.00
```

* <S²>: 2.05
* LUMO (spin up / spin down): 0.31 / -1.57 eV
* 2S+1: 3
* relative energy (zero: lowest compared OMol25 entry of this formula, charge and spin): 0.1020 eV

---

ORCA calculation (ωB97M-V/def2-TZVPD) on 10 unconnected molecules or ions with the total composition C40H55F3N2O31S in a non-equilibrium geometry.

The geometry in XYZ format:
```
132
Properties=species:S:1:pos:R:3:lowdin_charge:R:1
S -1.8395 -2.7496 1.3404 0.79
F -3.2165 1.5663 -2.3748 0.01
F -1.5095 -1.5413 -3.0530 0.05
F -3.9124 -1.3210 -3.3490 0.06
O 4.5023 1.0278 -6.2674 0.07
O 3.3475 1.3935 6.1083 0.14
O 6.6635 1.2607 -2.2893 0.13
O 8.1163 -1.4648 -12.2119 0.06
O -2.7747 7.8828 14.2066 0.15
O 6.7984 -2.7669 -13.5136 0.15
O -5.2359 0.1940 3.8459 -0.05
O -1.6304 7.8180 12.2546 0.06
O 7.2213 1.6712 1.2956 0.06
O 3.0882 -3.3171 -1.2360 0.05
O -12.3396 -3.1756 -6.1780 0.06
O -11.2571 -3.5234 -8.1167 0.06
O -8.3779 -2.9936 -3.5165 0.03
O 1.6066 0.9136 4.7415 0.06
O -13.5071 -3.2702 -8.1148 0.16
O -3.3647 -1.0812 3.6811 -0.17
O 3.6318 0.0418 4.3147 0.07
O 6.0388 -1.9820 -11.5305 0.06
O 7.1356 -0.9121 -1.8549 0.07
O 5.2659 0.2476 -8.2506 0.14
O -7.1328 -2.6259 -1.5920 -0.10
O 6.5789 1.5498 -6.9438 0.07
O 7.8879 0.9568 3.3178 0.07
O 2.0105 6.4599 9.7340 0.14
O 2.6450 4.6082 8.5959 0.07
O -0.5234 8.1264 14.1855 0.06
O 6.1913 -0.1004 2.2571 0.16
O 5.3985 0.0763 -0.8319 0.07
O 0.4917 5.2458 8.5729 0.06
O 2.8169 -1.9562 0.5575 0.14
O 1.0702 -2.4330 -0.7991 0.04
N -3.9567 -0.9962 0.6056 -0.08
N -5.8353 -3.0033 0.5203 -0.21
C 1.5302 0.3117 3.4559 -0.13
C 8.1224 2.6484 1.7986 -0.13
C -1.7407 7.9369 13.6057 -0.55
C 6.4206 0.2366 -1.7111 -0.55
C 5.1516 1.6467 -5.1628 -0.13
C 2.3687 -2.5174 -0.4034 -0.52
C 6.6852 -1.8134 -0.8506 -0.11
C -3.4194 -2.3943 0.4477 -0.52
C -7.8306 -3.6675 -0.8432 -0.12
C -4.5149 -0.5877 3.1273 -0.57
C -1.9082 0.1309 -0.5475 -0.10
C 7.8469 -0.6601 -11.0711 -0.13
C -6.8560 -4.0805 0.4085 -0.13
C 6.3067 2.3529 -5.8016 -0.12
C -2.8975 0.0700 0.7050 -0.13
C 5.3073 -1.3149 -0.5453 -0.14
C -4.4631 -3.5549 0.8114 -0.17
C 2.1621 -3.9643 -2.0998 -0.11
C -7.8909 -2.1741 -2.6992 -0.40
C -6.1050 -2.0633 1.6500 -0.10
C -11.0011 -3.5193 -5.8455 -0.14
C -2.7152 -0.8291 -2.8000 -0.13
C -12.4669 -3.3182 -7.5260 -0.55
C 2.7133 -0.6070 3.4435 -0.13
C -0.2939 8.1619 11.9117 -0.13
C -2.6276 0.3283 -1.9524 -0.10
C 1.9093 3.5495 7.9930 -0.13
C 8.8473 1.9112 2.8836 -0.13
C 1.7415 5.5245 9.0329 -0.55
C 7.0222 0.7619 2.2877 -0.53
C 2.9043 0.8340 5.1442 -0.53
C 6.9679 -2.1317 -12.5128 -0.55
C -10.2631 -3.2868 -7.1286 -0.13
C -8.1221 -0.6026 -3.0036 0.01
C -5.0434 -0.8605 1.6525 -0.13
C 0.6223 4.2107 7.6061 -0.13
C 0.4582 7.9033 13.1811 -0.13
C 5.4332 0.8826 -7.2470 -0.53
C 6.6904 -1.3623 -10.4276 -0.14
C 0.9835 -3.0392 -2.0834 -0.14
H 2.4446 3.1435 7.1336 0.11
H 9.1450 2.5644 3.7049 0.14
H 0.0649 7.5500 11.0829 0.12
H 1.3056 8.5782 13.3090 0.13
H 7.5909 0.3503 -11.4034 0.14
H 0.8121 6.8710 13.2552 0.14
H 0.5862 -0.2215 3.3313 0.13
H 0.0370 -3.5682 -2.2007 0.13
H 7.3551 -1.7466 0.0114 0.13
H -3.4709 1.0736 0.7137 0.17
H -4.2415 -4.5132 0.2115 0.15
H 5.0261 -1.4790 0.4928 0.11
H -8.7854 -3.1680 -0.4263 0.14
H 1.5994 1.0940 2.6939 0.14
H 1.0515 -2.2599 -2.8475 0.13
H 5.4711 0.8719 -4.4616 0.12
H 6.6850 -2.8401 -1.2200 0.14
H 4.5517 -1.7580 -1.1919 0.11
H 7.1767 2.4060 -5.1460 0.14
H -9.0166 -0.4310 -3.6945 0.09
H 3.1390 -0.7242 2.4479 0.11
H 8.7926 3.0000 1.0128 0.14
H -9.9056 -2.2575 -7.2258 0.13
H -9.4203 -3.9677 -7.2545 0.14
H -10.6298 -2.8944 -5.0323 0.12
H -2.2933 0.0463 1.6671 0.13
H -6.3568 -5.0676 0.0802 0.13
H 1.7661 2.7543 8.7302 0.14
H 2.5826 -4.0872 -3.0987 0.14
H 7.0099 -2.1377 -9.7246 0.14
H -4.4487 -0.7942 -0.2949 0.18
H -7.1694 -0.2577 -3.5591 0.09
H 2.4798 -1.5957 3.8492 0.14
H -10.9728 -4.5663 -5.5301 0.14
H -5.6346 0.0824 1.3435 0.17
H 4.4758 2.3319 -4.6497 0.14
H -1.2237 1.0429 -0.3847 0.14
H -0.2649 9.2146 11.6148 0.14
H -7.1586 -1.6229 1.4791 0.15
H -2.1471 -3.6687 2.3330 -0.08
H -4.3801 -3.7353 1.9435 0.12
H 6.0176 -0.6743 -9.9139 0.10
H -3.1875 -2.5159 -0.6780 0.12
H 7.5470 3.4966 2.1804 0.14
H -1.2066 -0.7677 -0.6528 0.10
H 8.7191 -0.6077 -10.4178 0.13
H 9.7301 1.3819 2.5129 0.14
H 6.0493 3.3633 -6.1327 0.14
H -8.1661 0.0143 -2.0395 0.09
H -8.0483 -4.5400 -1.5395 0.13
H 1.9266 -4.9505 -1.6898 0.14
H -6.1175 -2.6537 2.6453 0.15
H -7.4593 -4.2264 1.3747 0.14
H 0.6653 4.6605 6.6098 0.13
H -0.2272 3.5279 7.6498 0.14
```

* LUMO: -1.86 eV
* SMILES: CC(=O)OCCN1C[C@H](S)[N@H+](CCC(F)=C(F)F)[C@H](C(=O)[O-])C1.O=C1OCCO1.O=C1OCCO1.O=C1OCCO1.O=C1OCCO1.O=C1OCCO1.O=C1OCCO1.O=C1OCCO1.O=C1OCCO1.O=C1OCCO1
* 2S+1: 1

---

ORCA calculation (ωB97M-V/def2-TZVPD) on a molecular structure, C40H56AsFeN2O2PS.

The geometry in XYZ format:
```
104
Properties=species:S:1:pos:R:3:lowdin_spin:R:1
As -1.7300 -0.0045 2.4418 0.02
Fe -0.9673 -1.2204 0.1383 3.72
S 0.1879 -2.7007 -1.6936 0.03
P 2.3160 -0.3649 0.4732 0.01
O -1.5530 0.4726 -1.0680 0.03
O 0.9031 -0.8302 0.8262 0.06
N -2.6981 -2.4468 -0.8057 0.04
N -0.9176 -3.1609 1.2562 0.03
C 4.5751 0.2541 1.9316 0.00
C 2.8674 2.2479 -0.3008 0.00
C -2.2406 -3.7977 1.2077 0.00
C -2.1317 2.4464 -4.0303 0.00
C 4.4344 -2.7720 -2.0740 0.00
C 2.2888 1.0300 -0.6500 0.00
C -1.8839 3.6712 -4.6155 0.00
C -1.7856 2.2611 -2.6660 0.00
C 0.4247 -4.1845 -0.6490 0.00
C 3.1760 0.6496 4.3039 0.00
C -3.5483 0.4595 2.9853 0.01
C 2.2058 3.1699 -2.4195 0.00
C -2.8108 -3.7904 -0.1986 0.00
C -1.2478 -3.1661 -2.7084 0.00
C -1.0393 4.5444 -2.5479 0.00
C -1.2371 3.3271 -1.9203 0.00
C -2.7365 1.3525 -4.8766 0.00
C 0.2363 -3.9814 0.8552 0.00
C -1.1045 6.0551 -4.5590 0.00
C -1.0654 -0.9490 4.0344 0.00
C 4.5517 0.8224 4.2655 0.00
C 3.1885 0.0939 1.9641 0.00
C 5.2521 0.6236 3.0811 0.00
C 2.8204 3.3170 -1.1868 0.00
C 3.5706 -2.7844 0.5650 0.00
C -0.8400 1.7386 2.6168 0.00
C 4.7039 -3.8597 -1.2577 0.00
C 1.6192 1.9589 -2.7713 0.00
C -1.3435 4.7351 -3.8915 0.00
C 4.2769 -3.8648 0.0666 0.00
C -2.0053 -2.0220 4.5783 0.00
C 3.2751 -1.6939 -0.2605 0.00
C -2.0271 0.9572 -2.1020 0.00
C 2.4917 0.2860 3.1529 0.00
C -4.2399 1.3305 1.9411 0.00
C 3.7238 -1.6868 -1.5782 0.00
C -0.5674 2.2197 4.0360 0.00
C -2.5658 -2.5255 -2.2698 0.00
C 1.6533 0.8942 -1.8890 0.00
C -0.9141 3.1928 -0.4662 0.00
H 5.1248 0.0831 1.0128 0.00
H 1.4498 -4.5147 -0.8157 0.00
H -0.8190 6.8221 -3.8424 0.00
H -0.0724 2.5169 -0.3087 0.00
H -2.9286 -1.5837 4.9551 0.00
H -1.4606 2.1757 4.6615 0.00
H -2.1300 3.8172 -5.6607 0.00
H 3.5332 -0.8363 -2.2190 0.00
H -1.5353 -2.5526 5.4063 0.00
H -4.0898 -0.4784 3.1200 0.00
H 2.6383 0.7938 5.2318 0.00
H -0.6425 5.3727 -1.9727 0.00
H 0.0741 1.6998 2.0231 0.00
H 1.1136 -3.4675 1.2424 0.00
H -2.0963 0.4698 -4.9279 0.00
H -3.3919 -3.0896 -2.7154 0.00
H -0.2355 3.2583 4.0184 0.00
H -3.7689 2.3105 1.8556 0.00
H -1.9986 6.3878 -5.0868 0.00
H 3.2705 4.2614 -0.9117 0.00
H 1.4196 0.1392 3.1748 0.00
H -2.9004 -3.2179 1.8549 0.00
H -0.2249 -4.9623 -1.0450 0.00
H 0.2158 1.6425 4.5276 0.00
H 3.3491 2.3690 0.6602 0.00
H 5.2659 -4.6990 -1.6455 0.00
H -0.6695 4.1642 -0.0387 0.00
H 6.3260 0.7492 3.0581 0.00
H -0.8897 -0.2014 4.8067 0.00
H 0.1985 -4.9721 1.3225 0.00
H -2.2687 -4.4939 -0.8252 0.00
H -1.7665 2.7766 0.0696 0.00
H 4.5155 -4.7004 0.7111 0.00
H -0.0865 -1.3673 3.7817 0.00
H -2.2177 -4.8220 1.5933 0.00
H -2.6990 0.3311 -2.7016 0.00
H -1.2991 -4.2533 -2.7216 0.00
H -0.3090 5.9658 -5.3015 0.00
H 1.1903 -0.0475 -2.1609 0.00
H -5.2831 1.4973 2.2078 0.00
H 5.0845 1.1051 5.1636 0.00
H -3.7143 1.0416 -4.5031 0.00
H -2.6186 -1.5148 -2.6613 0.00
H -1.0256 -2.8621 -3.7303 0.00
H 1.1336 1.8533 -3.7330 0.00
H -3.5141 0.9530 3.9579 0.00
H -0.7507 -2.8783 2.2160 0.00
H -3.5434 -1.9233 -0.5959 0.00
H 4.7869 -2.7607 -3.0965 0.00
H 2.1786 4.0008 -3.1123 0.00
H -2.2834 -2.7685 3.8331 0.00
H -1.5034 2.4383 2.1133 0.00
H -2.8811 1.7088 -5.8937 0.00
H -3.8477 -4.1327 -0.1795 0.00
H -4.2194 0.8618 0.9537 0.00
H 3.2742 -2.7711 1.6086 0.00
```

* <S²>: 6.01
* LUMO (spin up / spin down): -5.06 / -5.09 eV
* 2S+1: 5
* relative energy (zero: lowest compared OMol25 entry of this formula, charge and spin): 0.0000 eV
* charge: +2

---

ORCA calculation (ωB97M-V/def2-TZVPD) on a molecular structure, C40H56GeN2OPScSi3 in a non-equilibrium geometry.

The geometry in XYZ format:
```
105
Properties=species:S:1:pos:R:3:lowdin_spin:R:1
Ge 1.8753 -1.1209 0.3888 0.35
Sc -0.7014 -0.5190 0.0643 0.20
P -1.1625 2.1008 0.3268 0.00
Si 2.9190 -0.6270 2.5625 0.03
Si 2.9582 -0.4975 -1.7213 0.03
Si 1.9385 -3.8509 0.1756 0.17
O -1.7761 -0.4220 4.2692 0.00
N -1.5272 -0.6451 2.0879 0.00
N -1.3749 -0.6449 -1.9972 0.00
C 2.6736 1.1363 3.1036 0.01
C -2.7495 -4.2778 2.4460 0.00
C -1.7941 -0.2990 -4.5100 0.00
C -3.8017 3.0380 0.2037 0.00
C 3.7601 -3.8244 -0.0639 0.08
C 0.2256 3.1495 -0.2095 0.00
C -2.7176 -2.8613 1.8717 0.00
C 1.5132 2.7112 0.0823 0.01
C -3.6955 3.4143 -2.5567 0.00
C 1.9989 -1.6515 3.8205 0.00
C -1.5961 0.1711 3.1105 0.00
C 2.4347 4.7476 -0.7918 0.00
C 2.6160 3.5010 -0.2041 0.00
C -1.9447 -1.8531 4.0751 0.00
C -1.3230 -0.8890 -6.7818 0.00
C -4.9083 3.5305 -0.4776 0.00
C 2.5126 -1.8324 -2.9567 0.00
C 1.3274 -4.6411 1.7132 0.03
C -2.4472 -2.9019 0.3728 0.00
C -1.6571 -2.0519 2.5906 0.00
C 0.0490 4.3948 -0.8103 0.00
C -1.4458 4.4092 3.6465 0.00
C -4.8533 3.7271 -1.8501 0.00
C -2.2173 0.0937 -7.1971 0.00
C 0.8641 -4.3124 -1.2577 0.02
C -2.9034 0.8771 -6.2729 0.00
C -1.6180 2.1785 4.4836 0.00
C -2.5914 2.9109 -1.8869 0.00
C -2.6340 2.7488 -0.4967 0.00
C -1.1065 -1.0961 -5.4366 0.00
C -1.5816 3.5403 4.7148 0.00
C -2.6974 0.6892 -4.9227 0.00
C -1.3599 2.5351 2.1036 0.00
C 4.7283 -1.0301 2.5114 0.00
C 1.1520 5.1889 -1.0966 0.00
C -1.3415 3.9006 2.3596 0.00
C -1.5426 -0.4822 -3.1268 0.00
C 4.7760 -0.1691 -1.6549 0.00
C 2.0293 1.0215 -2.3512 0.01
C -1.5082 1.6479 3.1887 0.00
H 0.2369 -4.6645 1.7387 0.00
H 4.9210 -2.1074 2.5618 0.00
H 2.4608 -1.4973 4.8035 0.00
H 4.2719 -3.3985 0.8035 0.00
H -5.7131 4.1282 -2.3733 0.00
H -0.4265 -1.8668 -5.0950 0.00
H -3.6520 3.5806 -3.6271 0.00
H -3.2299 1.2810 -4.1873 0.00
H 2.9469 1.1554 4.1665 0.00
H -0.8004 -1.4935 -7.5112 0.00
H -3.5284 -4.8677 1.9606 0.00
H -1.7428 1.5126 5.3237 0.00
H 3.2924 5.3733 -1.0166 0.00
H -1.7925 -4.7880 2.2849 0.00
H 1.0065 6.1635 -1.5489 0.00
H -2.9679 -2.1038 4.3394 0.00
H 1.4515 -2.0840 -2.8881 0.00
H 1.9467 0.9449 -3.4431 0.00
H -0.9412 4.7540 -1.0635 0.00
H -2.3887 0.2454 -8.2557 0.00
H -1.2422 4.5935 1.5360 0.00
H -1.6838 2.6778 -2.4350 0.00
H -3.6036 1.6309 -6.6120 0.00
H 5.3674 -1.0897 -1.6923 0.00
H 1.7016 -4.1924 2.6306 0.00
H -3.8520 2.8989 1.2779 0.00
H -1.4261 -3.2535 0.1701 0.00
H 3.0904 -2.7565 -2.8538 0.00
H -0.6919 -2.5456 2.4449 0.00
H 2.5557 1.9520 -2.1165 0.00
H 1.6425 1.4915 3.0204 0.00
H 4.0968 -4.8650 -0.1846 0.02
H 3.6163 3.1506 0.0302 0.00
H -5.8143 3.7688 0.0684 0.00
H -1.6701 3.9166 5.7264 0.00
H 3.3269 1.8400 2.5832 0.00
H 0.2897 -5.2042 -0.9851 0.00
H 1.6845 -5.6826 1.6949 0.01
H 5.0430 0.4383 -2.5271 0.00
H 1.6587 1.7452 0.5443 0.02
H -3.1248 -3.5899 -0.1301 0.00
H -1.4170 5.4806 3.8075 0.00
H -2.9597 -4.2853 3.5190 0.00
H 1.0196 1.1186 -1.9522 0.00
H 4.0496 -3.2637 -0.9524 0.00
H 0.1630 -3.5310 -1.5480 0.00
H -3.6884 -2.3868 2.0388 0.00
H 0.9497 -1.3356 3.8941 0.00
H 5.2190 -0.6317 1.6168 0.00
H 5.0682 0.3852 -0.7571 0.00
H 5.2006 -0.5690 3.3874 0.00
H 2.0265 -2.7214 3.6169 0.00
H -1.2613 -2.3723 4.7375 0.00
H 1.4706 -4.5528 -2.1357 0.00
H 2.7058 -1.4458 -3.9657 0.00
H -2.6358 -1.9445 -0.1125 0.00
```

* <S²>: 0.76
* LUMO (spin up / spin down): -8.61 / -10.29 eV
* 2S+1: 2
* charge: +3

---

Table of electronic energy (a.u.), in record order: -2905.28648 -4696.74460 -6056.48100 -5789.28870